{"formula": "C23H18F3NOS", "method": "ωB97M-V with the def2-TZVPD basis set", "smiles": "CC(=O)c1ccc2c([C@@H](CC(F)(F)F)c3cccs3)c(-c3ccccc3)[nH]c2c1", "energy_ha": -1715.06256, "symbols": ["S", "F", "F", "F", "O", "N", "C", "C", "C", "C", "C", "C", "C", "C", "C", "C", "C", "C", "C", "C", "C", "C", "C", "C", "C", "C", "C", "C", "C", "H", "H", "H", "H", "H", "H", "H", "H", "H", "H", "H", "H", "H", "H", "H", "H", "H", "H"], "positions_angstrom": [[-2.556, -0.001, -1.806], [1.828, 2.485, 0.988], [0.319, 4.073, 0.776], [2.281, 4.141, -0.332], [-3.193, -1.136, 5.402], [0.934, -1.324, 0.950], [0.923, -0.425, -0.091], [1.995, -0.475, -1.051], [-0.899, -0.048, 1.185], [-2.234, 1.022, -4.140], [-0.743, -1.718, 2.903], [-0.158, 0.440, 0.047], [-1.183, 1.607, -3.325], [3.314, -0.652, -0.597], [1.701, -0.515, -2.427], [-0.521, 1.675, -0.769], [-1.951, -1.287, 3.448], [2.771, -0.662, -3.335], [-1.278, 1.192, -1.996], [-2.029, -3.218, 5.177], [-2.087, 0.414, 1.691], [1.270, 3.318, 0.104], [0.721, 2.571, -1.076], [-0.195, -1.115, 1.749], [4.076, -0.731, -2.870], [-2.648, -0.213, 2.823], [-2.498, -1.847, 4.693], [4.360, -0.747, -1.496], [-2.994, 0.091, -3.483], [-0.457, 2.335, -3.720], [-3.566, 0.168, 3.204], [4.927, -0.849, -3.531], [-3.872, -0.425, -3.935], [-2.789, -3.678, 5.839], [0.430, 3.279, -1.833], [1.543, 2.001, -1.513], [-1.858, -3.914, 4.363], [2.594, -0.768, -4.391], [-1.150, -3.142, 5.794], [-1.235, 2.307, -0.215], [-0.178, -2.535, 3.341], [-2.392, 1.248, -5.211], [3.573, -0.678, 0.471], [5.391, -0.906, -1.192], [0.718, -0.503, -2.829], [1.615, -2.055, 1.048], [-2.623, 1.200, 1.170]]}